1.
Cl2O8Rb | ωB97M-V with the def2-TZVPD basis set

Last column: Löwdin charge in e.
Element x y z (Å)
Rb 1.7606 -0.3877 -0.1437  1.381
Cl -0.1088 1.2566 1.7887  0.669
O 0.5759 2.4413 2.3706  -0.392
O 0.1004 0.1826 2.7178  -0.351
O -1.5159 1.5999 1.6821  -0.341
O 0.4355 1.0254 0.4461  -0.802
Cl -0.2345 -1.1375 -1.8066  0.587
O -0.7977 -1.1848 -0.4567  -0.422
O 0.9935 -1.8865 -1.7028  -0.628
O -1.0963 -2.0953 -2.4324  -0.352
O -0.1126 0.1861 -2.4631  -0.349

Results
**ΔE to the lowest compared entry with this formula, charge and spin**: 89.82 kcal/mol
**Charge**: -1
**Multiplicity**: 1
**Orbital gap**: 8.408 eV

=====

2.
Cl2O8Sr4 | ωB97M-V with the def2-TZVPD basis set

Last column: Löwdin charge in e.
Element x y z (Å)
Sr -6.5366 0.9339 -3.5627  1.998
Sr 0.4963 -5.5110 -1.5044  1.835
Sr -3.3982 -3.9478 8.0916  1.997
Sr 2.8168 4.1100 1.4615  1.974
Cl -2.6390 -0.2242 2.3796  0.583
O -3.2607 0.4749 1.4168  -0.367
O -1.4338 0.6068 2.4562  -0.418
O -3.4429 -0.2752 3.5853  -0.360
O -2.2731 -1.5342 1.8173  -0.427
Cl 3.9170 1.1316 -3.2555  0.672
O 4.9325 1.5358 -2.3197  -0.377
O 4.1169 -0.3171 -3.3440  -0.366
O 2.6766 1.0937 -2.6161  -0.405
O 4.0281 1.9225 -4.6059  -0.337

Results
**ΔE to the lowest compared entry with this formula, charge and spin**: 0.00 kcal/mol
**Charge**: +6
**Multiplicity**: 1
**Orbital gap**: 1.653 eV

=====

3.
Cl2S | ωB97M-V with the def2-TZVPD basis set

Last column: Löwdin charge in e.
Element x y z (Å)
S 0.6897 0.9842 -0.0071  0.215
Cl -2.6983 -0.3672 0.0012  -0.263
Cl 2.0086 -0.6171 0.0059  0.048

Results
**ΔE to the lowest compared entry with this formula, charge and spin**: 87.28 kcal/mol
**Charge**: 0
**Multiplicity**: 1
**Orbital gap (alpha / beta)**: 4.532 / 4.512 eV

=====

4.
Cl3F | ωB97M-V with the def2-TZVPD basis set

Last column: Löwdin charge in e.
Element x y z (Å)
F -0.2166 -0.7863 -1.8915  -0.530
Cl -1.2164 0.6987 1.5681  0.012
Cl 0.2677 -0.2847 0.6653  -0.012
Cl 1.0633 0.0022 -1.2320  0.529

Results
**ΔE to the lowest compared entry with this formula, charge and spin**: 68.01 kcal/mol
**Charge**: 0
**Multiplicity**: 1
**Orbital gap**: 7.390 eV

=====

5.
Cl3FFe | ωB97M-V with the def2-TZVPD basis set

Last column: Löwdin charge in e.
Element x y z (Å)
Fe -0.0012 0.1766 0.0567  0.099
F -1.7046 -0.9294 -0.9723  -0.764
Cl -1.3770 1.0188 1.8532  -0.404
Cl 2.1266 -0.4397 1.2963  -0.489
Cl 0.9562 0.1737 -2.2340  -0.442

Results
**⟨S²⟩**: 6.01
**ΔE to the lowest compared entry with this formula, charge and spin**: 0.83 kcal/mol
**Charge**: -2
**Multiplicity**: 5
**Orbital gap (alpha / beta)**: 8.137 / 7.903 eV

=====

6.
Cl3H2NP | ωB97M-V with the def2-TZVPD basis set

Last column: Löwdin charge in e.
Element x y z (Å)
N 1.8136 0.1032 -0.2868  0.103
P -0.9375 -0.3531 0.3524  -0.198
Cl -1.6951 -1.2815 -1.2453  0.333
Cl -1.4653 -1.2664 2.0082  0.399
Cl -1.6472 1.4989 -0.0019  0.317
H 1.9421 0.8635 0.4257  0.022
H 1.9894 0.4354 -1.2523  0.024

Results
**ΔE to the lowest compared entry with this formula, charge and spin**: 96.35 kcal/mol
**Charge**: +1
**Multiplicity**: 1
**Orbital gap (alpha / beta)**: 7.778 / 9.051 eV

=====

7.
Cl3H3Si2 | ωB97M-V with the def2-TZVPD basis set

Last column: Löwdin charge in e.
Element x y z (Å)
Si -0.5944 1.1103 0.6251  0.077
Si 0.2591 -2.5418 -1.6073  -0.073
Cl 1.5899 -1.1044 -2.3876  0.026
Cl 0.5209 -2.3955 0.4210  0.070
Cl -0.2910 1.2442 2.6024  0.189
H -0.6699 2.6296 0.3872  -0.091
H 0.7874 0.7288 0.1839  -0.119
H -1.6021 0.3288 -0.2249  -0.078

Results
**ΔE to the lowest compared entry with this formula, charge and spin**: 34.56 kcal/mol
**Charge**: 0
**Multiplicity**: 1
**Orbital gap**: 8.828 eV

=====

8.
Cl3HO3Si | ωB97M-V with the def2-TZVPD basis set

Last column: Löwdin charge in e.
Element x y z (Å)
O 0.0564 0.5510 -1.3084  -0.716
O 0.4269 0.8224 1.8921  -0.875
O -0.7809 -1.5968 -0.2201  -0.737
Si -0.7606 -0.0136 -0.0609  0.487
Cl 0.9414 1.9657 -1.4421  0.668
Cl 2.0229 0.8955 1.4996  0.435
Cl 0.3137 -2.8566 -0.3843  0.695
H -2.2197 0.2325 0.0242  0.043

Results
**ΔE to the lowest compared entry with this formula, charge and spin**: 78.77 kcal/mol
**Charge**: 0
**Multiplicity**: 1
**Orbital gap**: 8.195 eV

=====

9.
Cl3NaO12 | ωB97M-V with the def2-TZVPD basis set

Last column: Löwdin charge in e.
Element x y z (Å)
Na -0.2562 0.5279 1.0465  0.274
Cl 1.5383 -0.6373 2.0372  0.587
O 0.5052 -1.4342 1.6177  -0.309
O 1.0996 0.6256 2.6122  -0.343
O 2.3168 -1.3410 2.8623  -0.279
O 2.1589 -0.4421 0.7461  -0.359
Cl 0.7147 -0.4636 -1.3827  0.705
O 1.9769 -1.1013 -1.6782  -0.363
O -0.0068 -1.5261 -0.8481  -0.314
O 0.7791 0.6182 -0.4318  -0.438
O 0.0924 0.1476 -2.5957  -0.376
Cl -2.2140 1.1097 -0.8096  0.634
O -1.7300 0.2844 0.1868  -0.409
O -2.2135 0.0831 -1.7496  -0.344
O -3.5139 1.4472 -0.3297  -0.344
O -1.2473 2.1019 -1.2835  -0.322

Results
**ΔE to the lowest compared entry with this formula, charge and spin**: 172.93 kcal/mol
**Charge**: -2
**Multiplicity**: 1
**Orbital gap**: 6.170 eV

=====

10.
Cl3O12Rb | ωB97M-V with the def2-TZVPD basis set

Last column: Löwdin charge in e.
Element x y z (Å)
Rb -0.0153 0.4324 0.1302  1.531
Cl 2.9450 1.3067 -0.4690  0.580
O 3.3074 2.6600 -0.3492  -0.356
O 2.9000 0.8104 0.9332  -0.407
O 1.6505 1.2491 -0.9392  -0.649
O 3.8683 0.5910 -1.2912  -0.333
Cl 0.3219 -2.6308 0.1244  0.614
O 0.9526 -3.9538 0.3398  -0.368
O 1.0906 -1.5008 -0.1545  -0.588
O -0.8998 -2.6305 -0.7679  -0.393
O -0.2586 -2.3253 1.3506  -0.403
Cl -3.1497 1.1630 0.2303  0.670
O -3.2520 2.4484 0.8008  -0.369
O -4.1704 1.1946 -0.8055  -0.384
O -1.8253 1.1063 -0.3742  -0.782
O -3.4653 0.0793 1.2415  -0.363

Results
**ΔE to the lowest compared entry with this formula, charge and spin**: 38.16 kcal/mol
**Charge**: -2
**Multiplicity**: 1
**Orbital gap**: 8.236 eV

=====

11.
Cl3OPS | ωB97M-V with the def2-TZVPD basis set

Last column: Löwdin charge in e.
Element x y z (Å)
O 0.8501 -1.0345 -0.3049  -0.517
P 0.7732 0.3388 0.1841  -0.051
S -2.4773 0.5226 -0.8200  0.050
Cl 2.6207 1.1640 0.0408  0.280
Cl 0.3140 0.4706 2.1645  0.241
Cl -2.0807 -1.4615 -1.2645  -0.003

Results
**ΔE to the lowest compared entry with this formula, charge and spin**: 74.94 kcal/mol
**Charge**: 0
**Multiplicity**: 1
**Orbital gap (alpha / beta)**: 5.063 / 5.034 eV

=====

12.
Cl4Li3O16 | ωB97M-V with the def2-TZVPD basis set

Last column: Löwdin charge in e.
Element x y z (Å)
Li -0.2854 -0.5504 -1.9675  0.651
Li -1.2842 -0.6361 1.4313  0.698
Li 0.9258 1.5564 0.6201  0.736
Cl 2.1400 0.5595 -2.2004  0.674
O 1.6689 0.3419 -0.8409  -0.445
O 3.5577 0.3408 -2.4136  -0.302
O 1.4448 -0.4291 -3.0126  -0.399
O 1.7199 1.8476 -2.6730  -0.319
Cl -0.5218 -2.8976 -0.4607  0.663
O -0.4774 -2.6137 -1.8777  -0.374
O -0.5964 -1.5787 0.1900  -0.494
O -1.7009 -3.6623 -0.2673  -0.300
O 0.5786 -3.6065 0.0027  -0.261
Cl -2.0914 1.4931 -0.7802  0.778
O -2.3968 0.4028 0.0813  -0.408
O -1.3241 0.8227 -1.9284  -0.446
O -3.3911 2.0770 -1.2128  -0.306
O -1.2635 2.4973 -0.0638  -0.357
Cl 0.7045 0.8221 3.4775  0.723
O 1.0142 -0.4311 4.0627  -0.307
O 1.6121 1.3495 2.4485  -0.419
O -0.5768 0.6459 2.7168  -0.471
O 0.5435 1.6488 4.6678  -0.314

Results
**ΔE to the lowest compared entry with this formula, charge and spin**: 0.00 kcal/mol
**Charge**: -1
**Multiplicity**: 1
**Orbital gap**: 10.457 eV

=====

13.
Cl5FO20Sr | ωB97M-V with the def2-TZVPD basis set

Last column: Löwdin charge in e.
Element x y z (Å)
Sr 14.5915 10.6069 23.0104  1.698
F 12.5248 10.9388 22.9143  -0.659
Cl 14.2322 8.3195 21.6531  0.626
O 13.0633 8.6049 22.3983  -0.396
O 14.4915 9.5199 20.9385  -0.438
O 15.0891 8.3430 22.7684  -0.437
O 14.0352 7.0676 20.9292  -0.379
Cl 14.5932 12.8938 21.0958  0.744
O 15.2064 11.6415 20.6455  -0.465
O 15.3659 13.9734 20.4406  -0.408
O 13.3182 12.7211 20.3498  -0.365
O 14.7181 12.7632 22.5055  -0.511
Cl 14.4586 13.2952 24.8867  0.666
O 14.4984 12.0092 24.4542  -0.621
O 13.8677 13.2951 26.1962  -0.373
O 15.8384 13.8771 25.0392  -0.401
O 13.5521 13.9778 24.0310  -0.344
Cl 17.0560 9.2186 24.8272  0.658
O 16.3828 10.3625 24.0398  -0.529
O 16.2031 8.3572 25.4602  -0.329
O 17.5003 8.2321 23.9037  -0.393
O 18.0328 9.7044 25.6900  -0.343
Cl 12.9796 9.4937 25.7521  0.643
O 13.9224 8.6594 26.3428  -0.340
O 12.6277 10.4875 26.6283  -0.326
O 13.9204 10.1889 24.7863  -0.681
O 11.8539 9.0721 25.0815  -0.295

Results
**ΔE to the lowest compared entry with this formula, charge and spin**: 296.91 kcal/mol
**Charge**: -4
**Multiplicity**: 1
**Orbital gap**: 5.560 eV

=====

14.
Cl6V | ωB97M-V with the def2-TZVPD basis set

Last column: Löwdin charge in e.
Element x y z (Å)
V 0.1306 0.0620 -0.0223  -0.204
Cl 1.9404 0.2186 -1.8998  -0.374
Cl -0.7594 2.3011 -0.6439  -0.327
Cl -2.2480 -0.2431 1.6428  -0.128
Cl -1.5387 -1.2272 -1.7774  -0.224
Cl 1.3677 1.1013 2.0016  -0.366
Cl 1.1074 -2.2127 0.6989  -0.378

Results
**⟨S²⟩**: 3.78
**ΔE to the lowest compared entry with this formula, charge and spin**: 0.00 kcal/mol
**Charge**: -2
**Multiplicity**: 4
**Orbital gap (alpha / beta)**: 7.674 / 4.330 eV

=====

15.
ClF2HSi | ωB97M-V with the def2-TZVPD basis set

Last column: Löwdin charge in e.
Element x y z (Å)
F 0.9634 -0.2389 -1.5193  -0.381
F -0.4083 -1.4720 0.2128  -0.164
Si -0.1561 0.0581 0.0521  0.229
Cl 1.1380 0.9554 1.3800  0.311
H -1.5371 0.6974 -0.1256  0.005

Results
**SMILES**: F[SiH](F)Cl
**ΔE to the lowest compared entry with this formula, charge and spin**: 28.02 kcal/mol
**Charge**: 0
**Multiplicity**: 1
**Orbital gap**: 12.897 eV

=====

16.
ClFH2 | ωB97M-V with the def2-TZVPD basis set

Last column: Löwdin charge in e.
Element x y z (Å)
H 0.1850 -0.5606 0.4821  -0.268
H -2.0423 0.7872 0.3136  0.087
F -2.0794 -0.0671 -0.0511  -0.092
Cl 1.2101 0.0222 -0.0197  0.273

Results
**SMILES**: Cl.F
**ΔE to the lowest compared entry with this formula, charge and spin**: 1.07 kcal/mol
**Charge**: 0
**Multiplicity**: 1
**Orbital gap**: 12.530 eV

=====

17.
ClFH2 | ωB97M-V with the def2-TZVPD basis set

Last column: Löwdin charge in e.
Element x y z (Å)
H 0.6545 -1.6073 -0.7657  -0.216
H -0.0929 0.8982 0.9188  -0.005
F -0.1818 1.6124 0.3338  -0.163
Cl -0.3799 -0.9033 -0.4870  0.385

Results
**SMILES**: Cl.F
**ΔE to the lowest compared entry with this formula, charge and spin**: 6.28 kcal/mol
**Charge**: 0
**Multiplicity**: 1
**Orbital gap**: 12.704 eV

=====

18.
ClFH2 | ωB97M-V with the def2-TZVPD basis set

Last column: Löwdin charge in e.
Element x y z (Å)
H 1.1638 -0.0633 0.2540  -0.059
H -2.1873 0.5008 0.0317  -0.213
F 2.0478 0.0261 -0.0188  -0.101
Cl -1.0239 -0.0395 -0.0069  0.373

Results
**SMILES**: Cl.F
**ΔE to the lowest compared entry with this formula, charge and spin**: 3.64 kcal/mol
**Charge**: 0
**Multiplicity**: 1
**Orbital gap**: 13.062 eV

=====

19.
ClFH2Si | ωB97M-V with the def2-TZVPD basis set

Last column: Löwdin charge in e.
Element x y z (Å)
F 0.9842 1.0367 0.5622  -0.291
Si 0.0675 -0.0686 -0.1922  0.040
Cl 0.6284 -1.8573 0.3611  0.352
H -0.1304 0.3136 -1.4724  -0.107
H -1.5497 0.5756 0.7412  0.005

Results
**ΔE to the lowest compared entry with this formula, charge and spin**: 41.11 kcal/mol
**Charge**: 0
**Multiplicity**: 1
**Orbital gap**: 10.852 eV